[1]
35
Properties=species:S:1:pos:R:3 method="wB97M-V/def2-TZVPD" multiplicity=1 e_lumo_ha=-0.3515 total_charge=+2
C 0.792 -0.441 2.141
C 0.017 -1.722 2.123
O -0.338 -2.315 3.123
O -0.327 -2.186 0.854
C 0.741 -2.897 0.201
C 1.069 -2.252 -1.124
C -0.215 -1.804 -1.827
B -0.291 -0.297 -1.999
O -1.629 0.384 -2.037
B -1.606 1.168 -0.792
C -2.678 0.831 0.286
N -3.097 1.988 1.083
O -0.645 2.102 -0.731
B 0.630 1.596 -1.085
P 2.288 2.137 -0.234
O 3.100 0.942 -0.062
O 2.935 3.221 -1.168
O 1.875 2.789 1.154
O 0.732 0.595 -2.012
H 0.520 0.072 3.047
H 0.546 0.178 1.290
H 1.850 -0.633 2.178
H 1.625 -2.874 0.822
H 0.464 -3.933 0.090
H 1.772 -1.446 -0.978
H 1.591 -2.975 -1.729
H -1.064 -2.079 -1.206
H -0.388 -2.312 -2.770
H -2.213 0.033 0.878
H -3.536 0.327 -0.174
H -3.973 1.755 1.531
H -2.460 2.090 1.861
H 3.892 3.209 -1.020
H 1.325 3.567 1.010
Ca -3.302 1.183 -2.726

---

[2]
41
Properties=species:S:1:pos:R:3 method="wB97M-V/def2-TZVPD" multiplicity=1 e_lumo_ha=-0.0349 total_charge=-1
C -1.358 3.476 -0.799
N -0.134 2.788 -0.254
C -0.174 1.430 -0.842
P 1.061 0.313 -0.049
S 3.032 1.034 -0.353
O 1.035 -1.202 -0.835
C 0.274 -1.182 -1.927
N -0.137 -0.894 -2.941
P 0.640 -0.146 2.062
O -0.802 -0.367 2.150
O 1.249 0.907 3.061
O 1.400 -1.549 2.406
H -1.855 2.864 -1.590
H -1.126 4.486 -1.182
H -2.113 3.600 0.005
H 0.645 3.261 -0.719
H -0.011 1.543 -1.938
H -1.181 1.019 -0.608
H 3.712 -0.092 -0.745
H 0.876 1.803 2.913
H 1.194 -2.176 1.689
O -4.852 3.128 2.369
Cl -3.733 3.967 2.732
O -4.136 5.353 2.710
O -2.660 3.769 1.764
O -3.260 3.614 4.043
B 2.848 1.903 5.715
F 2.050 2.933 5.149
F 3.767 1.433 4.732
F 3.560 2.407 6.825
F 2.015 0.835 6.125
C -0.282 -4.101 -3.260
C -0.542 -5.448 -3.889
O -1.242 -6.272 -3.349
C 0.110 -5.723 -5.222
H -0.811 -4.039 -2.309
H 0.788 -3.976 -3.078
H -0.646 -3.309 -3.915
H 1.196 -5.667 -5.125
H -0.236 -4.999 -5.963
H -0.161 -6.723 -5.557

---

[3]
30
Properties=species:S:1:pos:R:3 method="wB97M-V/def2-TZVPD" multiplicity=1 e_lumo_ha=-0.1529 total_charge=+1
N -3.446 2.073 -1.869
C -2.689 1.230 -1.057
N -2.337 1.601 0.397
C -1.500 0.393 0.758
N -1.424 -0.594 -0.387
N -2.126 -0.137 -1.491
C -2.345 -0.780 -2.843
B -1.269 -1.959 -3.240
O -1.366 -3.271 -2.559
O -0.244 -1.712 -4.306
H -2.929 2.548 -2.668
H -4.484 2.156 -1.723
H -0.955 0.162 1.768
H -0.876 -1.476 -0.279
H -2.362 0.043 -3.698
H -3.423 -1.292 -2.840
H -1.173 -3.203 -1.578
H 0.000 -0.731 -4.290
C 3.338 -1.061 2.624
C 2.076 -0.263 2.441
O 0.996 -0.795 2.188
N 2.159 1.094 2.566
C 3.329 1.888 2.858
H 3.124 -2.125 2.497
H 4.078 -0.765 1.875
H 3.734 -0.906 3.632
H 1.273 1.568 2.431
H 3.138 2.448 3.777
H 3.479 2.587 2.032
H 4.224 1.279 2.984

---

[4]
24
Properties=species:S:1:pos:R:3 method="wB97M-V/def2-TZVPD" smiles=CB(O)[C@](C)(O)C(C)C multiplicity=1 e_lumo_ha=0.0142 total_charge=0 e_above_lowest_kcal_mol=35.8
B -1.541 0.079 -0.216
C -2.228 -0.881 0.754
C 1.085 -1.165 -1.503
C 2.341 -0.159 0.407
C 0.050 1.476 1.220
C 0.909 -0.546 -0.053
C -0.041 0.646 -0.057
O -2.220 0.540 -1.269
O 0.378 1.592 -1.126
H -2.901 -0.409 1.486
H -1.527 -1.386 1.532
H -2.791 -1.707 0.376
H 1.763 -1.928 -1.502
H 0.146 -1.487 -1.869
H 1.429 -0.384 -2.111
H 2.617 0.854 0.025
H 3.125 -0.988 0.210
H 2.477 -0.153 1.479
H -0.163 0.937 2.090
H 0.999 2.032 1.310
H -0.786 2.225 0.990
H 0.433 -1.404 0.663
H -3.105 0.356 -1.296
H -0.446 1.860 -1.540

---

[5]
24
Properties=species:S:1:pos:R:3 method="wB97M-V/def2-TZVPD" smiles=COB(OC)C(C)(C)C multiplicity=1 e_lumo_ha=0.0229 total_charge=0 e_above_lowest_kcal_mol=0.0
B -0.414 -0.020 -0.002
C 1.723 0.694 1.258
C 1.784 -1.441 -0.025
C 1.728 0.739 -1.231
C -2.330 1.586 -0.001
C -2.371 -1.577 0.000
C 1.209 -0.021 -0.001
O -0.972 1.215 -0.001
O -1.005 -1.236 -0.002
H 2.811 0.732 1.254
H 1.399 0.169 2.154
H 1.337 1.709 1.296
H 2.873 -1.409 -0.023
H 1.452 -1.970 -0.915
H 1.448 -2.001 0.843
H 2.817 0.778 -1.221
H 1.409 0.247 -2.147
H 1.342 1.755 -1.234
H -2.361 2.677 0.010
H -2.850 1.212 0.885
H -2.844 1.230 -0.898
H -2.425 -2.668 -0.011
H -2.884 -1.191 -0.885
H -2.875 -1.210 0.897

---

[6]
31
Properties=species:S:1:pos:R:3 method="wB97M-V/def2-TZVPD" multiplicity=1 e_lumo_ha=-0.3229 total_charge=+2
C 4.284 -1.277 0.368
C 2.856 -0.745 -0.322
C 2.825 0.876 -0.086
C 1.332 1.520 0.133
C 0.365 0.695 1.167
C -0.603 -0.331 0.279
N -1.934 0.287 -0.083
P -3.324 -0.754 0.313
O -3.188 -1.566 1.669
O -3.469 -1.909 -1.022
O -4.794 0.226 0.500
S -1.984 0.909 -1.713
O -3.500 0.968 -2.148
O -1.279 0.033 -2.776
F -1.442 2.565 -1.795
H 4.265 -2.432 0.557
H 5.139 -0.903 -0.337
H 4.359 -0.680 1.393
H 2.010 -1.347 0.218
H 2.863 -1.045 -1.471
H 3.252 1.367 -1.086
H 3.557 1.250 0.771
H 1.505 2.593 0.625
H 0.824 1.756 -0.921
H -0.231 1.353 1.930
H 1.074 -0.030 1.793
H 0.058 -0.654 -0.644
H -0.693 -1.312 0.953
H -4.298 -1.663 -1.547
H -5.565 -0.422 0.580
Ba -4.265 0.670 2.702

---

[7]
23
Properties=species:S:1:pos:R:3 method="wB97M-V/def2-TZVPD" smiles=CC[Si](Br)(CC)CC multiplicity=1 e_lumo_ha=0.0302 total_charge=0 e_above_lowest_kcal_mol=0.0
Br -1.204 0.811 -2.189
C -2.258 -1.270 0.419
C -0.456 2.706 0.798
C 2.325 -1.386 -1.003
C -0.830 -1.534 -0.027
C -0.217 1.235 1.032
C 1.879 0.033 -0.757
Si -0.009 0.080 -0.457
H -2.852 -2.160 0.434
H -2.737 -0.568 -0.225
H -2.272 -0.856 1.424
H -1.264 2.917 0.094
H -0.689 3.243 1.727
H 0.409 3.252 0.401
H 2.151 -2.029 -0.134
H 3.369 -1.403 -1.326
H 1.724 -1.858 -1.781
H -0.828 -2.234 -0.902
H -0.228 -2.014 0.793
H 0.717 0.993 1.539
H -1.061 0.872 1.622
H 1.996 0.712 -1.618
H 2.336 0.460 0.137

---

[8]
25
Properties=species:S:1:pos:R:3 method="wB97M-V/def2-TZVPD" multiplicity=1 e_lumo_ha="-0.2776 / -0.2581" total_charge=+1 e_above_lowest_kcal_mol=59.1
C -2.688 -2.582 0.464
C 0.383 3.375 -0.260
C 2.141 -1.508 0.209
C -1.389 -1.818 0.721
C 0.450 2.181 -1.175
C 1.965 -0.177 -0.387
P -0.793 -1.193 -0.917
P 0.179 0.623 -0.189
Cl -2.527 1.511 -0.156
Cl 0.401 1.033 1.664
H -3.318 -2.428 1.345
H -3.178 -2.078 -0.393
H -2.659 -3.691 0.537
H 1.060 3.597 0.565
H 0.199 4.240 -0.953
H -0.549 3.277 0.392
H 1.671 -1.340 1.166
H 1.904 -2.371 -0.414
H 3.241 -1.649 0.293
H -0.643 -2.602 1.169
H -1.440 -1.094 1.502
H 1.405 1.914 -1.805
H -0.460 2.345 -1.751
H 2.019 -0.269 -1.479
H 2.626 0.702 -0.148